Entry 1:
This record from the OMol25 dataset describes a cluster of 4 separate species, C18H33F4IN3O8P in total. The level of theory is ωB97M-V with the def2-TZVPD basis set.

Geometry as ORCA input:
```
! RIJCOSX wB97M-V def2-TZVPD def2/J DEFGRID3
* xyz 0 1
I 7.73342 -2.35124 2.67467
P -2.02616 1.56786 -2.58810
F 2.55268 2.93849 -0.84772
F 2.50709 1.72403 1.81721
F 4.85379 2.42595 -0.84950
F 3.11364 0.36036 -0.03963
O -0.97797 0.57597 -3.40436
O 7.67857 3.90798 -1.38710
O -1.83581 2.80403 -3.47510
O -6.92686 -2.58405 3.63940
O -3.43812 1.11302 -3.33886
O -6.23461 -0.76679 2.66869
O -5.85029 -2.75886 1.64611
O -2.25666 0.28518 -1.47604
N 4.86876 -1.40619 1.35471
N 7.59155 0.54531 2.94823
N 6.86681 -0.46442 2.44983
C 2.59148 -2.34845 2.22268
C 0.81369 0.33770 -1.77325
C 1.72737 -1.09071 2.75434
C 3.71171 2.70968 -0.03625
C 3.51936 1.36995 0.85503
C -3.91981 1.97070 -5.54044
C 0.41317 0.76052 -3.17439
C -7.06131 -4.00403 3.65586
C -6.29201 -2.10382 2.55785
C 4.17138 -2.11156 2.46950
C 4.90968 1.12987 1.57573
C 7.05569 1.82161 2.82664
C -4.24676 2.03423 -4.05954
C 5.61191 -0.20594 1.82969
C 5.75534 2.34223 2.16507
C -3.38903 -1.64525 -2.44245
C -3.42463 -0.52839 -1.41489
C -5.58084 -0.11878 1.57947
H 0.35848 0.99389 -1.02392
H 5.42016 3.42391 2.10973
H -4.15347 3.04744 -3.66219
H -4.32238 -2.21357 -2.42084
H -2.85515 2.11848 -5.73241
H 6.84393 3.46651 -1.50856
H 0.94467 0.14399 -3.90523
H -4.33050 0.07725 -1.48572
H 0.78857 -1.49109 3.27818
H -7.58691 -4.27805 4.57106
H -5.59217 0.95426 1.77324
H 2.30092 -0.43971 3.49419
H -6.08043 -4.48411 3.66352
H 0.47285 -0.67896 -1.56151
H -3.23507 -1.28003 -3.45814
H 5.47192 -2.01428 0.79093
H -5.28890 1.73627 -3.90951
H 2.29339 -3.23406 2.90194
H 1.36517 -0.48825 1.84697
H -4.17276 0.98449 -5.93954
H 0.68613 1.80316 -3.36062
H 7.69809 2.64810 3.30557
H -6.11279 -0.30602 0.64402
H 2.36058 -2.62676 1.13478
H -4.48513 2.72463 -6.09336
H -4.54143 -0.44479 1.50494
H 3.97098 3.60867 0.60862
H 4.32991 -1.55363 3.45881
H -3.44236 -0.97957 -0.41794
H -2.55926 -2.32607 -2.23132
H -7.65169 -4.34525 2.80279
H 4.62487 -3.16446 2.62946
H 1.89359 0.38146 -1.65103
*
```

Calculated values
Gap between HOMO and LUMO, eV: 3.21
Molecular weight, g/mol: 653.3
E_tot, eV: -68299.079
HOMO level, eV: -6.05

Entry 2:
This record from the OMol25 dataset describes a structure of composition C18H33HgO21S4. The level of theory is ωB97M-V with the def2-TZVPD basis set.

Geometry as ORCA input:
```
! RIJCOSX wB97M-V def2-TZVPD def2/J DEFGRID3
* xyz 1 1
Hg 1.66990 -3.16931 0.23596
S -4.77607 -1.47195 2.63412
S 2.20503 0.57184 -5.50861
S 0.51575 2.25296 3.61012
S -3.04070 -3.16857 -3.98784
O -1.33016 2.79964 -2.11188
O -1.47240 -3.28575 -3.67797
O 2.92407 -1.66090 1.29371
O -4.18806 -2.94158 3.03883
O -3.75748 -3.39195 -2.78505
O 0.14570 -1.81726 -0.55605
O -3.13209 1.45806 -2.25388
O 3.38922 -0.18414 -4.68869
O 3.87437 -1.83855 3.29853
O -3.61897 -1.12235 1.54078
O -1.05312 1.93422 3.62157
O 0.94849 0.73768 3.93277
O 0.86170 2.64274 2.28305
O -2.96877 -1.59033 -4.35304
O 1.68689 1.35676 -4.20514
O -5.99187 -1.66451 1.94038
O 0.86722 3.09635 4.68052
O -3.33636 -3.88116 -5.17113
O -4.71881 -0.60219 3.74855
O 2.64628 1.45830 -6.51308
O 1.18839 -0.36676 -5.81453
C -2.72823 -2.23431 1.39224
C 2.73707 1.61892 -3.30969
C 0.05651 -0.44061 -0.69744
C -0.09078 -0.22863 3.72915
C 3.80590 0.28971 2.45820
C 4.75281 0.27911 3.66225
C 4.36985 -1.01723 4.37727
C -0.75289 3.70183 -1.14721
C -2.85149 2.88524 -0.32915
C -1.47826 3.36289 0.15442
C 1.18711 0.44695 -0.15304
C -1.79458 -1.02190 -3.82075
C -0.72599 -2.09729 -3.95374
C 3.42840 -1.14287 2.28545
C 3.49561 0.31298 -3.32546
C -1.30635 0.57650 3.27792
C -3.49957 -3.42795 1.89443
C -2.49581 2.29340 -1.67803
H -1.51579 0.49356 2.20650
H -4.18608 -3.81895 1.14485
H 0.22033 -0.85239 2.89016
H 2.93752 0.93301 2.64395
H -1.53808 -0.10609 -4.34986
H 2.17268 0.19826 -0.55113
H -0.98000 2.56426 0.71102
H -1.49763 4.20879 0.84067
H 3.38536 2.47431 -3.51852
H -1.80047 -2.03422 1.93934
H 0.32677 3.58073 -1.08560
H -3.50688 3.74308 -0.50307
H 4.65278 1.15636 4.29259
H -0.33191 -0.81191 4.61363
H 5.19370 -1.53002 4.86519
H -3.36835 2.22271 0.35723
H 5.75831 0.17239 3.25530
H 0.94192 1.50166 -0.27411
H 0.07765 -1.90264 -3.24542
H -0.81108 -0.15258 -0.08435
H 3.61999 -0.86416 5.15412
H 2.28330 1.87668 -2.35346
H 4.57751 0.37497 -3.22591
H -0.10689 -0.03455 -1.70270
H -2.42788 -2.32232 0.34754
H 1.28793 0.37306 0.93498
H -0.32159 -2.20963 -4.95765
H 3.07809 -0.45542 -2.67356
H 4.13911 0.71793 1.51208
H -2.26795 0.34744 3.73773
H -0.95075 4.73271 -1.44354
H -2.76762 -4.15276 2.24726
H -1.92147 -0.73229 -2.77408
*
```

Calculated values
Gap between HOMO and LUMO, eV: 4.79
Molecular weight, g/mol: 914.3
E_tot, eV: -109700.464
HOMO level, eV: -12.46

Entry 3:
This record from the OMol25 dataset describes a structure of composition C18H33InN3O8P2S2. The level of theory is ωB97M-V with the def2-TZVPD basis set.

Geometry as ORCA input:
```
! RIJCOSX wB97M-V def2-TZVPD def2/J DEFGRID3
* xyz -1 1
In 2.17930 3.45259 0.11088
S -1.32588 3.62277 1.45654
S -0.25308 5.73153 3.43518
P 2.34577 -0.31019 -4.62392
P -2.39529 -4.87506 2.98168
O 1.97920 0.97274 -4.01977
O -3.71912 -4.02198 3.28280
O -1.38489 -4.83042 4.04482
O 2.59764 -0.26273 -6.20227
O 1.24629 -1.46145 -4.47261
O 3.67674 -0.96509 -4.05195
O -1.91948 -4.31541 1.57301
O -2.94219 -6.33180 2.64222
N -0.05520 3.11152 3.85009
N -0.26770 1.43922 5.48595
N 0.11791 -1.48328 -0.29695
C 1.23762 2.60174 4.06933
C 1.52058 0.21448 -6.99878
C 2.05847 0.11393 0.24486
C 0.88867 4.94731 -1.03724
C 1.33550 1.36900 -0.07176
C -3.93716 -3.62898 4.63732
C 0.22866 -1.26122 -3.48250
C -3.64710 -6.52798 1.42082
C -0.87186 2.36830 4.70802
C 1.10361 1.58321 5.09485
C -0.12942 5.75390 -0.12747
C 1.40126 -1.16801 0.08792
C -0.50948 -0.29070 -0.58451
C -0.50351 4.18081 2.95477
C -1.46314 4.99061 0.23020
C -1.44146 -2.96146 1.54724
C 4.30094 -2.00656 -4.79413
C -0.04054 1.07311 -0.53707
H -2.93506 -6.63466 0.60138
H 4.89504 -1.57479 -5.60120
H -0.44775 6.66922 -0.72444
H 2.18126 4.06932 1.81644
H 3.56379 -2.69707 -5.20840
H -3.17766 -2.90779 4.94175
H -0.37811 -2.16448 -3.42068
H -2.26933 -2.27131 1.72722
H 0.67108 -1.06497 -2.51137
H -1.81303 4.50372 -0.73045
H 4.96465 -2.55651 -4.12751
H -2.26507 5.72629 0.53676
H 3.91133 3.52510 -0.41894
H -1.96716 2.56413 4.70968
H 1.63644 5.70925 -1.42203
H 2.03875 -2.07304 0.31781
H 0.43905 6.14789 0.75265
H -1.58399 -0.42034 -0.91684
H -4.91687 -3.15660 4.70674
H 2.17485 2.91337 3.56634
H -4.22878 -7.44636 1.50036
H -0.41236 -0.42774 -3.77490
H -0.66618 -2.81344 2.30095
H -0.71555 1.90654 -0.84859
H 0.42029 4.49247 -1.95679
H 1.17259 1.18274 -6.63408
H 3.11455 0.15882 0.60463
H -3.91171 -4.49581 5.29972
H 0.69791 -0.50368 -6.98490
H -4.32383 -5.69702 1.21408
H 1.87412 0.32768 -8.02278
H 1.86530 0.94360 5.58727
H -1.02022 -2.75894 0.56253
*
```

Calculated values
Gap between HOMO and LUMO, eV: 7.04
Molecular weight, g/mol: 660.4
E_tot, eV: -85475.008
HOMO level, eV: -5.17

Entry 4:
This record from the OMol25 dataset describes the ion C18H33N2O3 with charge +1. The level of theory is ωB97M-V with the def2-TZVPD basis set.

Geometry as ORCA input:
```
! RIJCOSX wB97M-V def2-TZVPD def2/J DEFGRID3
* xyz 1 1
O 1.08880 1.03519 -1.26367
O -0.67037 -0.29262 3.43647
O -0.39336 0.70924 1.45776
N 2.23708 -0.26048 0.70090
N 0.17759 2.71821 -0.04355
C -0.84118 2.29164 -2.07981
C -1.38984 3.61217 -1.53364
C 3.68244 -0.33035 0.38939
C 3.88755 -0.83103 -1.03489
C -1.06838 -0.09451 2.32212
C -2.29359 -0.70184 1.70653
C 0.77274 1.34790 1.96461
C 1.05771 2.60295 1.08823
C 0.25070 1.92591 -1.11435
C -3.77686 -1.00402 -0.33306
C -2.56337 -0.28703 0.26281
C -2.46975 -2.89718 -1.44240
C 3.26348 -2.21137 -1.20576
C -0.97047 3.60447 -0.05935
C 1.63357 -1.60915 0.58809
C 1.78753 -2.13723 -0.83198
C -3.60986 -2.51519 -0.50484
C 1.96099 0.37186 2.01007
H 4.11488 0.66595 0.49984
H -4.64532 -0.81643 0.30126
H -2.58098 -2.39711 -2.40181
H 4.16255 -1.00268 1.10593
H 4.95542 -0.86431 -1.24757
H 0.94439 3.50344 1.69179
H -0.45723 2.36456 -3.09592
H 1.74686 -0.40217 2.75195
H -3.98580 -0.56693 -1.31202
H 0.57828 -1.54128 0.85272
H 3.42307 -0.13251 -1.73280
H -2.47495 -3.96984 -1.61676
H -2.74698 0.78904 0.23508
H -0.92485 4.45203 -2.04886
H -1.58980 1.49671 -2.06616
H -3.14116 -0.44014 2.34557
H 1.26915 -1.47119 -1.52397
H -2.17925 -1.78627 1.78386
H 2.13217 -2.27402 1.29944
H -4.54279 -2.90746 -0.91257
H 3.77444 -2.93434 -0.56727
H -0.69157 4.59543 0.30274
H 1.32671 -3.12258 -0.89602
H 1.77794 0.32941 -0.09231
H 2.08811 2.56557 0.72024
H 3.37069 -2.54302 -2.23696
H -3.46097 -2.99205 0.46551
H -1.75763 3.20394 0.58929
H 2.83859 0.92649 2.34651
H -2.46698 3.69644 -1.65000
H -1.68287 -0.48823 -0.34945
H -1.50111 -2.63159 -1.02370
H 0.57387 1.64760 3.00272
*
```

Calculated values
Gap between HOMO and LUMO, eV: 11.10
Molecular weight, g/mol: 325.5
Energy relative to the best compared isomer or geometry (same formula, charge and spin), eV: 0.046
E_tot, eV: -28320.457
HOMO level, eV: -13.12
Structure (SMILES): CCCCCC(=O)O[C@H](CN1CCCC1=O)C[NH+]1CCCCC1

- Look up the gap between HOMO and LUMO of the fourth one.
  11.10 eV